# 1
14
Properties=species:S:1:pos:R:3:nbo_charge:R:1 method="wB97M-V/def2-TZVPD" total_energy_ha=-596.50408 homo_lumo_gap_ev=5.1 total_charge=-1 molar_mass_da=115.18 max_force_ev_per_a=3.339 homo_energy_ev=-1.88 spin_multiplicity=1
Si 0.144 -1.269 -1.226 0.890
O -0.846 1.508 3.929 -0.530
O -0.279 -0.714 4.530 -0.538
C -1.283 0.205 1.195 -0.415
C -0.451 -0.086 0.051 -0.834
C -0.550 0.379 4.177 1.046
C 0.250 0.375 1.277 -0.462
H -1.722 -0.578 1.992 0.123
H -1.871 1.154 1.246 0.171
H 0.752 -0.343 1.978 0.147
H 1.483 -0.982 -1.798 -0.211
H -0.804 -1.528 -2.303 -0.219
H 0.705 -2.944 -0.861 -0.343
H 0.764 1.345 1.185 0.174



# 2
15
Properties=species:S:1:pos:R:3:nbo_charge:R:1 method="wB97M-V/def2-TZVPD" total_energy_ha=-556.45055 homo_lumo_gap_ev=9.4 molar_mass_da=90.19 smiles=CCSCC max_force_ev_per_a=5.606 homo_energy_ev=-8.38 spin_multiplicity=1
S 0.147 -1.301 -0.279 0.153
C -1.386 -0.554 0.449 -0.545
C -2.531 0.371 -0.376 -0.661
C 2.812 -0.026 -0.075 -0.644
C 1.276 0.231 -0.001 -0.503
H -3.547 0.353 0.336 0.238
H 0.776 0.914 -0.867 0.216
H 3.003 -0.136 -1.154 0.225
H 3.436 0.721 0.036 0.220
H -0.910 0.046 1.462 0.201
H -1.996 1.234 -0.894 0.236
H 0.666 0.764 1.011 0.205
H -1.975 -1.445 0.813 0.220
H -2.985 -0.476 -1.105 0.215
H 3.214 -0.695 0.644 0.226



# 3
11
Properties=species:S:1:pos:R:3:nbo_charge:R:1 method="wB97M-V/def2-TZVPD" total_energy_ha=-193.90470 homo_lumo_gap_ev=10.7 molar_mass_da=66.10 max_force_ev_per_a=5.802 homo_energy_ev=-9.59 spin_multiplicity=1
C -0.907 -0.008 -0.734 -0.281
C 1.198 0.112 -0.012 -0.407
C -0.046 0.999 -0.003 -0.211
C 0.067 -0.882 -0.011 -0.070
C -0.898 -0.012 0.731 -0.282
H 0.292 -2.480 0.056 0.144
H -1.602 -0.043 1.528 0.246
H -1.617 -0.034 -1.527 0.247
H 1.822 0.132 0.880 0.194
H -0.122 2.072 0.003 0.226
H 1.812 0.142 -0.911 0.193